(1)
{"formula": "C4H4O2S2", "method": "ωB97M-V with the def2-TZVPD basis set", "species": ["H", "C", "C", "O", "H", "S", "H", "C", "S", "O", "C", "H"], "positions_angstrom": [[-1.5378, -0.3808, 1.4692], [0.5501, 1.1550, 0.4478], [-0.4921, 1.1900, -0.4028], [2.5664, -1.8874, -0.7341], [-0.8635, 2.1431, -0.7513], [-1.5395, -0.1931, -0.9285], [0.9174, 2.1237, 0.8517], [1.9338, -0.8448, -0.6523], [1.3816, -0.2800, 0.9375], [-2.6162, -1.9020, 0.6358], [-1.9173, -0.9115, 0.6142], [1.6173, -0.2124, -1.4871]], "forces_ev_per_angstrom": [[0.3, 0.3, 0.8], [-0.8, 1.3, -0.5], [-0.3, -0.5, 0.4], [-1.1, 2.1, -0.1], [0.0, 0.1, 0.0], [1.1, 1.0, -0.5], [-0.1, -0.8, -0.5], [1.1, -2.5, 0.3], [0.4, -0.4, 0.4], [0.8, 1.0, 0.4], [-1.4, -1.7, -0.5], [0.1, 0.1, -0.2]], "nbo_charge": [0.146, -0.409, -0.341, -0.507, 0.228, 0.252, 0.239, 0.252, 0.261, -0.509, 0.240, 0.150], "e_above_lowest_kcal_mol": 23.2, "charge": 0, "multiplicity": 1, "e_tot_ev": -29976.7216, "lumo_energy_ev": -0.011, "homo_lumo_gap_ev": 9.5}


(2)
{"formula": "C30H48CdINO2SSe2Si2Te", "method": "ωB97M-V with the def2-TZVPD basis set", "species": ["N", "C", "H", "H", "H", "C", "H", "H", "C", "H", "H", "H", "Te", "H", "H", "H", "C", "H", "H", "H", "C", "H", "H", "H", "H", "C", "H", "C", "H", "H", "C", "Si", "H", "H", "H", "Se", "H", "H", "C", "H", "C", "C", "C", "C", "C", "C", "C", "C", "H", "C", "S", "H", "H", "H", "H", "H", "C", "C", "C", "H", "H", "C", "Se", "H", "C", "H", "H", "H", "H", "C", "H", "C", "H", "H", "H", "Si", "H", "O", "C", "H", "I", "O", "C", "C", "H", "C", "C", "H", "Cd"], "positions_angstrom": [[0.3722, 0.4171, 2.3659], [-4.0723, 0.4616, 4.6983], [-0.9886, 4.3675, -2.0184], [3.2296, 0.0936, -1.6725], [-5.7263, 3.0734, 0.6534], [-0.5233, -0.4145, 5.7971], [-6.8183, 3.5593, -2.1111], [-4.4283, 0.3680, 2.5495], [0.6422, 3.3153, -2.9089], [6.0868, -0.1021, 1.5149], [-3.0332, -4.4476, 0.8416], [-4.4246, -3.3075, -1.8031], [-2.7015, -0.6573, -1.1902], [-5.5073, 1.5877, 5.8715], [1.2304, 5.2642, -3.6232], [5.5564, -0.0751, -0.9184], [-4.6252, 1.0294, 3.3953], [-2.4511, -0.3855, 6.6887], [-1.2252, 2.2337, -2.9553], [-0.3298, 4.7072, -4.2439], [-5.3000, -3.2852, -1.1487], [2.3618, 1.3753, -3.6767], [-3.1322, -1.1168, 1.4001], [-0.0310, -0.7668, 6.6958], [-4.3875, 1.9528, 0.9361], [-4.4438, 0.3592, -2.0294], [0.5854, 4.9041, -1.4562], [-0.0024, 4.0156, -1.7044], [-6.0292, 1.3276, 0.6687], [-4.5374, -0.3008, 0.6992], [-1.8247, 0.4890, 3.4804], [-4.8090, -2.7387, 0.5758], [-7.3262, 1.8618, -2.1782], [2.6467, 3.8072, -2.2984], [4.2583, 0.0155, 3.1548], [-0.2158, 3.0296, -0.0039], [-4.5719, -4.9732, 1.5874], [2.0692, 2.2670, -1.6706], [3.4373, 0.0807, -0.6051], [-5.8390, -0.7658, 4.9960], [-1.8860, -0.1959, 5.7835], [-0.4464, 0.2536, 3.4690], [-4.7519, -0.8897, 4.9614], [-4.4236, 1.4369, 5.8304], [-6.5010, 2.5492, -2.3931], [2.0730, 2.9109, -2.5489], [2.3637, 0.1615, 0.2921], [-3.6153, 3.3249, -1.7979], [-6.9826, -1.6125, 1.0841], [1.6001, 0.1225, 2.6297], [1.8815, -0.3910, 4.2977], [-6.3297, 2.5400, -3.4747], [-4.4281, -1.3256, 5.9096], [-4.0975, 1.0649, 6.8041], [-2.7213, 3.0966, -1.2052], [-6.2002, -2.1611, 2.5729], [0.6927, 4.3876, -4.0140], [2.7030, 0.1205, 1.6478], [4.0254, 0.0278, 2.0928], [-5.7391, -4.2888, -1.1210], [-5.7082, 1.1531, 3.4770], [5.0593, -0.0358, 1.1755], [0.3394, 0.2763, -3.1275], [-0.3756, 2.2403, -4.4917], [-0.2450, 2.1428, -3.4161], [-3.9475, 2.4055, 5.6624], [-3.5106, -3.7971, 2.4002], [-4.2681, 0.3624, -3.1102], [-7.0451, -3.3256, 1.5396], [-2.5576, 0.2602, 4.6331], [-3.9658, 4.3206, -1.5033], [-3.8441, -1.1387, 0.5718], [1.9807, 3.3311, -4.9817], [-4.1906, 2.0052, 3.1674], [-4.5111, -1.5999, 4.1666], [-4.9313, 2.0611, -1.4630], [-2.2788, 0.8449, 2.5628], [1.2849, 3.9618, -5.2379], [-3.8961, -4.1242, 1.4291], [-3.3388, 3.3594, -2.8560], [-0.3875, -2.5847, 0.4508], [2.7678, 2.2686, -3.6335], [-6.4096, -2.4321, 1.5321], [4.7570, -0.0163, -0.1852], [-6.0348, -2.6060, -1.5929], [0.1962, -0.1877, 4.6274], [-5.3127, 2.0997, 0.3700], [-5.2685, -0.3413, -1.8566], [0.2631, 0.4249, -0.4349]], "forces_ev_per_angstrom": [[0.0, 0.0, 0.2], [0.0, 0.0, 0.0], [0.0, 0.0, 0.0], [0.0, 0.0, 0.0], [0.0, 0.0, 0.0], [0.0, 0.0, 0.0], [0.0, -0.1, 0.0], [0.0, 0.1, 0.2], [0.0, -0.1, -0.1], [0.0, 0.0, 0.0], [0.0, 0.0, 0.0], [0.0, 0.0, 0.0], [-0.3, 0.0, 0.0], [0.0, 0.0, 0.0], [0.0, 0.0, 0.0], [0.0, 0.0, 0.0], [0.0, 0.0, 0.0], [0.0, 0.0, 0.0], [-0.1, 0.0, 0.1], [0.0, 0.0, 0.0], [0.0, -0.1, -0.1], [0.0, 0.1, 0.0], [0.0, -0.1, 0.0], [0.0, 0.0, 0.0], [-0.1, 0.0, -0.1], [0.0, -0.2, -0.1], [0.0, 0.0, 0.0], [0.0, 0.0, 0.0], [0.0, 0.1, 0.0], [0.1, -0.2, -0.1], [0.0, 0.0, 0.0], [0.0, 0.0, 0.0], [0.0, 0.0, 0.0], [0.0, 0.0, 0.0], [0.0, 0.0, 0.0], [-0.1, 0.1, 0.0], [0.1, 0.0, 0.0], [0.0, 0.0, 0.0], [0.0, 0.0, 0.1], [0.0, 0.0, 0.0], [0.0, 0.0, 0.0], [0.0, 0.0, -0.2], [0.0, 0.0, 0.0], [0.0, 0.0, 0.0], [-0.1, 0.0, 0.0], [0.0, -0.1, -0.2], [0.1, -0.1, -0.2], [0.0, 0.1, -0.1], [0.0, 0.0, 0.0], [0.0, 0.0, -0.1], [0.0, 0.0, 0.0], [0.0, 0.0, 0.1], [0.0, 0.0, 0.0], [0.0, 0.0, 0.0], [0.0, 0.0, 0.0], [0.0, 0.0, -0.1], [0.0, 0.0, -0.1], [-0.2, 0.0, 0.2], [0.1, 0.0, 0.0], [0.0, 0.1, 0.0], [0.0, 0.0, 0.0], [0.0, 0.0, 0.0], [0.0, 0.0, 0.0], [0.0, 0.0, -0.1], [0.1, 0.1, 0.0], [0.0, 0.0, 0.0], [0.0, 0.0, -0.1], [0.0, 0.0, 0.0], [0.0, 0.1, 0.0], [0.0, 0.0, 0.0], [0.0, 0.0, 0.0], [-0.1, 0.1, 0.0], [0.0, 0.0, 0.0], [0.0, 0.0, 0.0], [0.0, 0.0, 0.0], [0.0, 0.0, 0.0], [0.0, 0.0, 0.0], [0.0, 0.0, 0.1], [0.0, -0.1, 0.0], [0.0, 0.0, 0.0], [0.0, 0.0, 0.1], [-0.1, 0.1, 0.1], [-0.1, 0.0, 0.1], [0.0, 0.0, 0.0], [0.0, 0.0, 0.0], [0.0, 0.0, 0.1], [0.0, 0.0, 0.0], [0.0, 0.0, -0.1], [0.5, 0.1, 0.0]], "lowdin_charge": [0.044, -0.550, 0.033, 0.058, 0.038, -0.093, 0.018, 0.042, -0.573, 0.082, -0.011, 0.011, 0.928, 0.078, 0.114, 0.087, -0.080, 0.097, 0.012, 0.120, -0.206, -0.027, -0.038, 0.098, 0.019, -0.592, 0.041, -0.608, 0.029, -0.042, 0.053, 0.369, 0.019, 0.129, 0.070, 0.327, 0.021, 0.045, -0.157, 0.081, -0.058, -0.299, -0.047, -0.057, -0.199, -0.252, -0.223, -0.201, 0.023, -0.532, 1.056, 0.022, 0.075, 0.068, -0.044, 0.005, -0.238, -0.294, -0.100, 0.023, 0.091, -0.125, 0.367, 0.043, -0.551, 0.089, 0.025, 0.002, 0.021, -0.170, 0.037, -0.635, 0.057, 0.092, 0.078, 0.380, 0.111, -0.086, -0.208, 0.034, -0.230, -0.146, -0.186, -0.112, 0.019, -0.483, -0.193, -0.015, 0.879], "e_above_lowest_kcal_mol": 2.9, "charge": -2, "multiplicity": 1, "e_tot_ev": -214721.8951, "lumo_energy_ev": 3.929, "homo_lumo_gap_ev": 5.8}


(3)
{"formula": "C35H28CoF5N2O5PTe", "method": "ωB97M-V with the def2-TZVPD basis set", "species": ["H", "C", "C", "O", "H", "C", "C", "C", "H", "P", "C", "H", "C", "H", "F", "H", "H", "C", "C", "H", "C", "H", "H", "C", "F", "C", "C", "C", "F", "Te", "H", "C", "C", "H", "C", "H", "C", "H", "C", "N", "C", "C", "H", "H", "N", "C", "O", "C", "C", "H", "C", "Co", "O", "O", "F", "C", "H", "F", "H", "H", "C", "C", "H", "H", "O", "C", "H", "H", "C", "H", "C", "H", "C", "C", "C", "C", "H", "H"], "positions_angstrom": [[0.3298, -2.2101, -4.2075], [-2.3390, -0.2245, 3.7694], [3.6413, -3.5225, -1.5179], [2.7964, 2.8698, 0.6260], [-4.8687, 3.8655, 1.9985], [-0.9611, -1.8103, 2.4748], [0.0571, 4.1943, -3.2832], [1.3883, 2.8293, -1.2471], [-3.8078, -3.2521, 3.7502], [-0.8848, 1.0578, -0.8990], [4.4448, -1.0917, 1.2625], [-0.4638, 4.7138, -4.0787], [6.0239, -3.4173, -1.1630], [0.4704, -1.0146, -2.0304], [-4.5282, -4.1636, 0.1613], [2.3554, 1.8175, 2.2808], [1.7778, 5.4814, -3.3390], [-1.2944, 0.1466, -2.4026], [-1.9403, 3.2706, 0.4122], [-3.6732, 0.4264, -0.2407], [-3.3014, -1.1777, 3.9891], [3.4767, -0.4790, 3.9316], [-5.3448, 1.5948, 1.1102], [5.8240, -2.4693, -0.1885], [-4.5023, -2.0661, 1.3219], [2.2320, 1.0431, 3.0395], [-0.4090, -1.4639, -3.9471], [-3.4506, 1.4108, 0.1443], [-4.4821, -2.0475, -1.1517], [-3.0833, -2.8875, 0.0474], [-0.9717, 3.7252, 0.2416], [1.3124, 4.6221, -2.8699], [-4.3972, 2.0768, 0.9079], [5.3953, -0.6437, 1.5844], [1.9578, 3.9496, -1.8502], [2.7774, -3.9340, -2.0248], [-1.1464, -0.5152, 3.0915], [4.3859, 0.7339, 2.9942], [4.5419, -2.0319, 0.1813], [3.3757, -0.7736, 1.8877], [-4.1236, 3.3385, 1.4133], [-2.3371, 0.4293, -3.2754], [-1.7900, -3.8142, 2.4648], [2.1244, 1.5344, 4.0166], [1.1052, 0.1926, 2.7259], [-0.3280, -0.8014, -2.7345], [2.1854, -2.1774, -0.2864], [-1.4493, -1.1842, -4.8175], [2.1910, 2.1264, -0.1665], [-1.5165, 2.7929, -2.9735], [-0.5265, 3.1043, -2.6657], [1.5123, -0.8048, 1.0087], [-0.3213, 0.1625, 0.1520], [0.0729, -2.1278, 1.7933], [-2.2331, -4.6592, 0.5494], [3.3838, -2.5407, -0.5112], [-2.4663, 0.7821, 4.1601], [-2.8624, -3.7899, -1.7098], [2.9224, 4.2841, -1.4906], [-0.2817, 1.3801, 3.6815], [-2.8907, 3.9326, 1.1723], [-0.0773, 0.4399, 3.1490], [-1.5219, -1.7124, -5.7606], [-3.2449, -0.0592, -5.1498], [2.1952, 0.8708, -0.2287], [0.1275, 2.4020, -1.6489], [-2.6678, 4.9104, 1.5828], [5.0510, -4.7229, -2.5709], [-3.0829, -2.4791, 3.5283], [-3.1031, 1.1409, -2.9947], [-1.9867, -2.7916, 2.7566], [6.6761, -2.0526, 0.3418], [4.9058, -3.9537, -1.8197], [3.4678, 0.1340, 3.0211], [-2.2257, 2.0155, -0.1245], [-2.4172, -0.2491, -4.4776], [7.0240, -3.7500, -1.4129], [-4.2048, -0.9362, 4.5350]], "forces_ev_per_angstrom": [[0.0, 0.0, 0.0], [0.1, 0.0, 0.0], [0.0, -0.1, -0.1], [0.0, 0.0, -0.1], [0.0, 0.0, 0.0], [0.3, -0.2, 0.4], [0.0, 0.0, 0.0], [0.0, 0.0, 0.1], [0.0, 0.0, -0.1], [0.5, 0.2, 0.4], [-0.1, 0.2, 0.5], [0.0, 0.0, 0.0], [0.2, -0.1, 0.0], [0.0, -0.1, 0.0], [0.5, 0.3, 0.1], [0.0, -0.1, 0.0], [0.0, 0.0, 0.0], [-0.1, 0.1, 0.2], [0.0, 0.0, -0.1], [-0.1, -0.2, 0.0], [-0.2, 0.1, 0.3], [0.0, 0.0, 0.0], [0.0, 0.0, 0.0], [-0.1, 0.0, 0.1], [1.1, 0.1, -0.2], [0.0, 0.1, 0.1], [0.0, -0.1, 0.0], [0.1, 0.1, -0.1], [1.0, 0.5, 0.3], [-3.9, -2.4, -1.9], [0.0, 0.0, 0.0], [0.0, 0.0, 0.0], [-0.1, 0.0, 0.0], [0.0, -0.1, 0.1], [0.1, 0.1, 0.0], [0.0, 0.0, 0.0], [-0.2, -0.1, -0.6], [0.0, 0.0, 0.0], [-0.2, -0.2, -0.5], [0.8, 0.2, -0.2], [0.0, 0.0, 0.0], [-0.1, -0.2, 0.2], [0.0, 0.1, -0.1], [0.0, -0.1, 0.0], [-0.2, 0.7, 0.3], [0.0, 0.0, 0.1], [-0.1, 0.0, -0.1], [-0.1, 0.0, -0.1], [0.3, -0.1, 0.0], [0.0, 0.1, 0.0], [-0.1, 0.0, 0.0], [-0.7, -0.6, -0.4], [-0.2, 0.1, -0.4], [-0.4, 0.0, 0.0], [0.2, 0.9, 0.3], [0.3, 0.1, 0.1], [0.0, 0.0, 0.0], [0.6, 0.7, 0.5], [0.0, -0.1, 0.0], [0.0, -0.1, 0.2], [0.0, 0.0, 0.0], [0.2, -0.3, 0.2], [0.0, 0.0, 0.0], [0.0, 0.0, 0.0], [0.1, 0.1, 0.0], [-0.1, 0.0, 0.0], [0.0, 0.0, 0.0], [0.0, 0.0, 0.0], [0.3, 0.0, -0.2], [0.0, 0.0, 0.0], [0.7, 0.3, 0.8], [0.0, 0.0, 0.0], [0.0, 0.1, 0.1], [-0.1, 0.1, 0.2], [0.0, -0.3, -0.2], [-0.1, 0.0, -0.2], [0.0, 0.0, 0.0], [0.0, 0.0, 0.0]], "mulliken_spin": [0.000, 0.007, 0.006, 0.005, 0.000, 0.014, 0.001, 0.005, 0.000, 0.025, 0.005, 0.000, 0.006, 0.005, 0.000, -0.003, 0.000, 0.000, 0.002, 0.000, -0.002, 0.001, 0.000, 0.001, 0.000, 0.007, 0.000, 0.001, 0.000, -0.001, 0.000, 0.000, 0.000, 0.006, 0.003, 0.000, -0.006, 0.000, -0.013, 0.027, 0.001, 0.000, -0.001, 0.003, 0.028, -0.002, 0.034, 0.000, 0.004, 0.000, 0.000, 2.771, -0.022, 0.038, 0.000, 0.019, 0.002, 0.000, 0.000, 0.001, 0.000, 0.014, 0.000, 0.000, 0.009, -0.001, 0.000, 0.000, 0.004, 0.000, 0.000, -0.001, -0.003, 0.003, 0.001, 0.000, 0.001, 0.000], "s2": 3.759, "charge": -2, "multiplicity": 4, "e_tot_ev": -117770.2599, "lumo_energy_ev": [4.228, 4.227], "homo_lumo_gap_ev": [6.4, 6.3]}